Entry from OMol25: a structure of composition C61H51FeN5P2SSi at a distorted geometry (ωB97M-V with the def2-TZVPD basis set).

Values from the calculation:
**2S+1**: 2
**Energy relative to the best compared isomer or geometry (same formula, charge and spin)**: 4.459 eV
**Charge**: +1
**Orbital gap (spin up / spin down)**: 3.442 / 3.825 eV
**Maximum force**: 0.0392 Eh/bohr

```
122
Properties=species:S:1:pos:R:3:forces:R:3
Fe 0.473913 0.108014 -0.739261 0.0590 -0.0863 1.6731
C -1.663667 -1.358026 -2.570094 0.1567 0.4497 0.0941
Si -1.804773 0.056062 -1.264658 -1.9780 -0.0257 -0.3922
C -2.152791 1.793312 -2.048834 0.4323 -0.2430 0.2250
C -3.401828 2.410972 -2.147009 -0.0732 -0.0291 0.0776
C -3.531592 3.699697 -2.647334 -0.0035 -0.0549 0.0224
C -2.409117 4.412897 -3.038974 0.0433 0.0605 -0.0376
C -1.158782 3.821334 -2.956590 0.1473 -0.0052 0.0284
C -1.035802 2.518541 -2.479134 0.0180 0.0869 0.0440
P 0.514172 1.562089 -2.480290 -0.5592 0.7258 -0.7732
C 0.581489 0.992383 -4.222043 0.1361 -0.3342 0.3364
C 0.879919 -0.342166 -4.480177 0.0931 0.1244 0.0593
C 0.909152 -0.813929 -5.785252 0.0346 -0.1223 -0.0214
C 0.644907 0.046733 -6.837941 -0.0104 0.0033 0.0050
C 0.370500 1.385213 -6.587279 0.0025 0.0576 0.0070
C 0.338390 1.858673 -5.286282 0.0173 -0.0532 0.0202
C 1.837584 2.819188 -2.450276 0.1262 -0.2142 0.1592
C 2.973791 2.652110 -3.241547 -0.1046 0.0074 -0.0192
C 4.017245 3.562732 -3.168990 0.0265 -0.0187 -0.0169
C 3.937201 4.645858 -2.305319 0.0235 -0.0467 -0.0368
C 2.815033 4.810189 -1.504928 -0.0217 0.0881 0.0422
C 1.774996 3.895572 -1.565499 -0.0215 -0.0923 -0.0014
C -3.534905 -0.292322 -0.491341 0.1551 0.1498 0.3487
C -4.506721 -0.399056 -1.489769 0.1681 -0.4935 -0.1120
C -5.861576 -0.462382 -1.208298 -0.0465 0.0482 -0.3834
C -6.281668 -0.455418 0.111271 0.0689 -0.0473 0.2213
C -5.348952 -0.430235 1.126489 -0.1542 0.1015 -0.2316
C -3.968716 -0.347609 0.856870 0.2881 -0.1831 0.0130
P -2.751067 -0.566321 2.152979 0.6140 -0.2158 -0.4463
C -1.112198 3.351229 1.869909 -0.3149 0.4464 0.4118
C -0.970605 3.663765 3.226012 0.1084 -0.1853 -0.1900
C -1.841968 4.562336 3.809508 -0.0882 0.0554 0.1178
C -2.857908 5.143819 3.060692 0.0491 -0.1350 -0.0833
C -2.990509 4.842384 1.710389 -0.0903 0.0116 0.0469
C -2.123687 3.949844 1.108768 0.2428 -0.1360 -0.1407
C -3.792259 -0.502435 3.650510 0.2442 0.3186 -0.0143
C -3.852597 -1.606576 4.499839 -0.0283 0.0475 -0.0411
C -4.589559 -1.558593 5.674346 -0.0458 -0.0056 0.1294
C -5.284027 -0.407421 6.012942 -0.0550 -0.0423 0.0322
C -5.254172 0.689954 5.162573 -0.0636 0.0888 -0.0400
C -4.504786 0.647601 3.998750 0.0045 -0.0508 0.2481
H -1.630559 -0.965424 -3.588461 0.0952 -0.0029 0.0287
H -2.516564 -2.036332 -2.494377 0.0861 0.0756 0.1968
H -0.755180 -1.943221 -2.405093 0.0768 -0.1421 -0.0641
H -4.287651 1.886277 -1.818203 0.0052 0.0454 0.0221
H -4.513315 4.151609 -2.720472 0.0146 -0.0135 0.0213
H -2.504971 5.424804 -3.411655 0.0057 -0.0013 0.0173
H -0.277558 4.383358 -3.241089 -0.0130 0.0046 -0.0710
H 1.097609 -1.005007 -3.649763 -0.0090 -0.0724 -0.0847
H 1.139377 -1.853418 -5.983773 -0.0029 0.0138 0.0233
H 0.651103 -0.321500 -7.855365 0.0296 -0.0031 0.0064
H 0.181919 2.064060 -7.408790 -0.0193 -0.0150 0.0061
H 0.124011 2.901856 -5.104160 -0.0424 0.0562 0.0170
H 3.034384 1.808508 -3.918369 0.0368 0.0299 -0.0350
H 4.889669 3.429401 -3.795589 -0.0025 0.0032 0.0116
H 4.749743 5.359162 -2.262115 -0.0260 0.0220 0.0207
H 2.742957 5.663646 -0.842804 0.0135 -0.0366 0.0321
H 0.907843 4.011168 -0.927170 0.0080 0.0933 -0.0350
H -4.192350 -0.413716 -2.528641 -0.0855 0.0443 -0.0781
H -6.583505 -0.504325 -2.014077 0.0317 0.0265 -0.0240
H -7.336499 -0.507906 0.349522 -0.0102 -0.0113 0.0008
H -5.691570 -0.502761 2.147528 0.0063 -0.0035 -0.0062
H -0.179910 3.199699 3.799538 -0.0074 -0.0280 0.0477
H -1.738584 4.812505 4.856974 0.0132 -0.0481 -0.0059
H -3.554377 5.821912 3.535970 0.0389 0.0444 -0.0308
H -3.775977 5.299292 1.123121 0.0059 -0.0119 0.0118
H -2.208518 3.715612 0.054320 -0.0553 -0.0331 0.0057
H -3.348523 -2.522231 4.216725 0.0906 0.0058 0.0020
H -4.635591 -2.425733 6.321940 0.0146 0.0031 -0.0089
H -5.859700 -0.367286 6.928525 -0.0186 -0.0201 -0.0031
H -5.831703 1.575479 5.398803 0.0566 0.0230 0.0592
H -4.473644 1.510434 3.345855 0.0100 0.0406 -0.0590
N 0.530435 -1.237960 0.935365 0.5296 0.6359 -1.0537
S 1.827992 -1.016742 1.825849 -0.2116 -0.4545 0.7032
C 2.332347 -2.643801 2.445626 0.0349 0.1389 -0.2004
C 1.796919 -3.776097 1.862771 -0.1114 0.0442 -0.0962
C 2.180103 -5.025932 2.332584 0.0587 -0.0550 -0.0300
C 3.104997 -5.130076 3.359001 -0.0071 -0.0360 -0.0391
C 3.654106 -3.983878 3.921623 0.0298 0.0620 -0.0203
C 3.269624 -2.732927 3.467273 0.0639 0.0082 -0.0090
C 1.447747 -0.327332 3.450478 0.0313 0.1021 -0.2861
C 2.066445 0.862401 3.800440 0.0274 0.0172 -0.1765
C 1.868763 1.383691 5.072145 0.0559 0.0604 0.0549
C 1.062520 0.709548 5.975996 -0.0004 0.0227 -0.0210
C 0.445191 -0.480613 5.611623 -0.0781 -0.0511 -0.0210
C 0.628576 -1.001177 4.342075 -0.0638 -0.1205 0.0264
H -0.227137 -1.717335 1.409312 -0.4038 0.1991 0.0911
H 1.079159 -3.676869 1.057155 0.0190 -0.0232 0.0079
H 1.757607 -5.916425 1.885692 -0.0132 0.0050 0.0244
H 3.403724 -6.104779 3.721646 -0.0108 0.0071 0.0040
H 4.380496 -4.064391 4.719455 -0.0113 0.0047 0.0029
H 3.683456 -1.837571 3.914924 -0.0081 -0.0081 0.0217
H 2.703615 1.367198 3.083291 0.0159 0.0211 0.0301
H 2.366624 2.299284 5.365011 -0.0244 0.0116 -0.0257
H 0.915941 1.105054 6.972439 0.0208 0.0023 -0.0025
H -0.163287 -1.011748 6.329687 -0.0954 -0.0001 -0.0286
H 0.164497 -1.937076 4.052374 -0.0420 0.0280 0.0554
N 0.486055 1.799133 0.597818 -0.0808 -0.5308 -0.2498
C -0.213553 2.459223 1.229648 0.1490 0.0223 -0.3225
C 4.657639 0.104143 -0.276625 -0.0563 0.3342 -0.1009
C 3.402023 0.523556 -0.682595 0.2029 -0.1964 -0.0813
N 2.489496 -0.342734 -1.139582 0.0636 -0.0938 0.1984
C 2.813763 -1.632346 -1.252625 0.4533 -0.4559 -0.2545
C 4.060225 -2.157811 -0.891671 -0.2498 1.0416 0.1270
C 4.973198 -1.233724 -0.351706 -0.0827 -0.4757 -0.1977
C 4.466946 -3.549477 -0.959439 -0.0859 -1.1270 -0.3558
C 4.029885 -4.674512 -1.577165 0.7346 0.7447 0.6928
C 3.015600 -4.997311 -2.560429 -0.9573 -0.6372 -0.9557
C 2.985592 -6.308522 -3.071086 0.3600 0.3276 0.4122
C 2.065873 -6.609556 -4.048827 -0.2555 0.0483 -0.1831
N 1.205000 -5.707589 -4.520039 -0.0252 -0.1199 -0.0745
C 1.282637 -4.504987 -3.976246 -0.0221 -0.1019 0.0013
N 2.125172 -4.114467 -3.032688 0.3425 0.6112 0.5035
H 5.375000 0.831525 0.077879 -0.0173 -0.0249 0.0547
H 3.115383 1.566300 -0.652235 -0.0486 -0.0231 0.1270
H 2.081725 -2.286354 -1.695709 -0.2149 -0.1350 0.0672
H 5.943279 -1.586407 -0.020823 -0.0008 0.0289 0.0055
H 5.368908 -3.728577 -0.381080 -0.0653 0.0264 0.1045
H 4.633868 -5.543384 -1.338366 0.0071 0.0000 -0.0140
H 3.679637 -7.055529 -2.709966 -0.0126 -0.0127 -0.0245
H 1.996635 -7.599577 -4.483714 0.0795 -0.0336 0.0489
H 0.575125 -3.765392 -4.340148 0.0286 0.0210 0.0531
```
Forces are in eV/Å.


Entry from OMol25: a structure of composition C61H52CaN7O7P3Te at a distorted geometry (ωB97M-V with the def2-TZVPD basis set).

Values from the calculation:
**Energy relative to the best compared isomer or geometry (same formula, charge and spin)**: 1.849 eV
**Charge**: 0
**Orbital gap**: 7.468 eV
**Maximum force**: 0.0969 Eh/bohr

```
132
Properties=species:S:1:pos:R:3:forces:R:3
Ca 0.865701 -1.030108 -0.133250 -2.4312 4.3316 -0.4095
C -0.889228 4.562397 1.781921 0.0345 0.1306 -0.0381
N -0.466019 3.208024 2.082383 0.0401 -0.0931 -0.0705
C 0.085541 2.310097 1.210862 -0.0870 0.2484 0.0657
N 0.314003 1.155499 1.798772 -0.1291 -0.2353 -0.0089
C -0.070065 1.305820 3.110962 -0.0682 0.3507 0.0522
C -0.586500 2.579860 3.291798 0.1131 -0.3018 -0.0192
C -1.262430 3.205266 4.438440 -0.1294 0.0568 0.0198
C -0.840265 4.423419 4.966807 0.0029 -0.0831 0.0376
C -1.520014 4.996041 6.032199 0.0308 0.0638 0.0150
C -2.622638 4.359501 6.580339 -0.0013 -0.0017 0.0118
C -3.043598 3.141014 6.064340 -0.0187 -0.0027 0.0442
C -2.370659 2.568900 4.999049 0.0180 0.0434 -0.0590
C 0.155559 0.299867 4.162490 0.0082 -0.0149 0.1036
C 0.312246 -1.040791 3.838994 -0.0190 0.1701 0.0757
C 0.528094 -1.993497 4.820370 0.0391 -0.1317 -0.0630
C 0.582815 -1.619570 6.152841 0.0221 0.0361 0.0495
C 0.446406 -0.280308 6.489808 0.0068 0.0498 0.0374
C 0.249433 0.674208 5.506239 0.0202 -0.0436 -0.0759
P 0.489602 2.884968 -0.458982 0.0355 -0.4936 0.0827
C -0.639334 1.879833 -1.459692 -0.1477 0.2785 0.0734
N -0.829878 0.573343 -1.435538 -0.0185 -0.1662 -0.2389
C -1.789290 0.313317 -2.382238 -0.1726 0.4414 -0.1190
C -2.192630 1.500049 -2.971626 0.0245 -0.3926 0.1416
N -1.454660 2.483556 -2.369955 0.0824 -0.0560 0.0342
C -1.471038 3.890886 -2.719925 -0.0075 0.1855 -0.0070
C -3.138584 1.743637 -4.069190 -0.0104 0.0981 -0.1309
C -3.053275 0.978477 -5.233682 0.0566 0.0848 -0.0237
C -3.929606 1.197605 -6.282234 -0.0013 0.0258 -0.0366
C -4.897520 2.189088 -6.190604 -0.0099 -0.0246 0.0039
C -4.995425 2.947793 -5.034874 -0.0197 0.0774 -0.0066
C -4.124276 2.725662 -3.978819 -0.0150 -0.1119 0.0256
C -2.277227 -1.010390 -2.787629 0.0550 -0.0878 -0.0313
C -1.378426 -2.035708 -3.061152 -0.0492 0.0627 -0.0149
C -1.828062 -3.229084 -3.603033 0.0761 -0.1075 0.0084
C -3.172562 -3.401588 -3.888547 -0.0394 -0.0278 0.0265
C -4.074621 -2.385764 -3.606344 -0.0643 0.0188 0.0147
C -3.632751 -1.197906 -3.051998 -0.0211 -0.1009 0.0589
C 2.036114 2.024204 -0.844265 0.0275 0.0369 -0.0080
N 2.304930 0.727884 -0.840261 0.8107 0.5413 -0.3855
C 3.571057 0.603743 -1.370255 -0.1097 0.5329 -0.1257
C 4.050122 1.854598 -1.708668 0.0257 -0.4425 0.0565
N 3.069847 2.740612 -1.364500 -0.1043 -0.0166 0.0876
C 3.158511 4.185505 -1.447288 -0.0227 0.2297 0.0399
C 5.333825 2.220423 -2.317387 0.1378 0.0794 -0.0460
C 6.509080 1.625885 -1.855129 -0.0274 0.1308 0.0533
C 7.728743 1.953033 -2.422442 0.0309 -0.0097 0.0043
C 7.795758 2.877764 -3.455569 0.0097 -0.0038 0.0087
C 6.631572 3.458055 -3.934239 -0.0092 0.0628 -0.0448
C 5.406932 3.128296 -3.374451 -0.0044 -0.0939 0.0490
C 4.329375 -0.636483 -1.614884 -0.0697 -0.1031 0.0090
C 4.706122 -0.949515 -2.919354 -0.1055 -0.1134 0.0207
C 5.483073 -2.068671 -3.170538 0.0260 0.0261 -0.0605
C 5.905264 -2.873769 -2.118787 0.0247 -0.0548 0.0247
C 5.550738 -2.551972 -0.816927 -0.0995 -0.0397 0.0414
C 4.761585 -1.438597 -0.567611 -0.0141 0.0311 0.0176
H -1.251656 4.617155 0.758756 -0.0448 0.0078 0.0237
H -0.061790 5.265049 1.893348 -0.0154 -0.0089 0.0084
H -1.686801 4.850141 2.461694 -0.0165 -0.0403 -0.0167
H 0.037713 4.912232 4.562055 -0.0016 -0.0060 -0.0226
H -1.180383 5.939069 6.440840 -0.0025 0.0011 -0.0050
H -3.151735 4.810542 7.409513 0.0062 -0.0085 0.0101
H -3.897360 2.636109 6.497397 -0.0072 -0.0037 -0.0201
H -2.689706 1.617978 4.591095 0.0253 -0.0112 0.0131
H 0.275843 -1.326168 2.805691 -0.0188 -0.1188 -0.0766
H 0.646383 -3.031069 4.533133 -0.0126 -0.0063 -0.0146
H 0.746522 -2.357893 6.927134 -0.0149 -0.0275 -0.0216
H 0.503903 0.030262 7.525598 0.0243 -0.0139 -0.0006
H 0.185844 1.714101 5.790016 0.0016 0.0234 0.0144
H -1.795277 3.997532 -3.751733 0.0271 -0.0204 0.0029
H -0.473750 4.308665 -2.611296 -0.0060 -0.0138 -0.0222
H -2.153046 4.454938 -2.081328 -0.0091 -0.0393 -0.0032
H -2.293729 0.211498 -5.310983 -0.0041 -0.0128 0.0142
H -3.852630 0.597730 -7.179637 0.0097 -0.0045 0.0054
H -5.572664 2.368361 -7.016998 -0.0146 -0.0141 0.0084
H -5.752369 3.717169 -4.952056 -0.0096 -0.0132 0.0022
H -4.229665 3.303072 -3.068292 0.0176 0.0044 0.0077
H -0.321224 -1.891461 -2.884926 0.0353 0.0101 0.0315
H -1.115904 -4.020513 -3.794401 -0.0098 -0.0214 0.0210
H -3.526962 -4.329283 -4.318538 0.0270 -0.0276 0.0068
H -5.127539 -2.520229 -3.818650 -0.0119 -0.0179 0.0371
H -4.343113 -0.410545 -2.832157 0.0185 0.0148 0.0231
H 4.202837 4.483517 -1.412467 0.0043 -0.0469 0.0012
H 2.638881 4.632248 -0.603869 0.0254 -0.0184 -0.0018
H 2.713080 4.561992 -2.369483 0.0213 -0.0286 -0.0013
H 6.457713 0.917759 -1.038926 0.0222 -0.0083 -0.0068
H 8.633171 1.488416 -2.052065 -0.0041 0.0025 0.0132
H 8.752810 3.146763 -3.882869 -0.0040 -0.0251 -0.0277
H 6.672335 4.168163 -4.750259 0.0120 -0.0071 -0.0022
H 4.500020 3.562577 -3.776180 -0.0035 0.0114 -0.0031
H 4.375840 -0.321692 -3.737696 -0.0027 0.0142 0.0066
H 5.773250 -2.304153 -4.187220 -0.0265 -0.0214 0.0073
H 6.513053 -3.748626 -2.313851 0.0120 0.0171 -0.0042
H 5.862855 -3.165930 0.016153 -0.0193 -0.0547 0.0127
H 4.492681 -1.189195 0.449744 -0.0308 -0.0204 0.0604
O 2.390141 -4.334686 -2.614307 0.3685 0.1722 0.1099
P 1.615360 -3.598211 -1.426492 0.3394 -1.5653 -1.0084
O 0.275785 -4.228927 -1.295455 0.3311 0.1177 -0.2091
O 1.670394 -2.111504 -1.656813 0.7730 -0.9972 -1.0815
O 2.587203 -3.987934 -0.173986 -0.3360 0.4830 0.0326
P 2.480394 -3.419152 1.340540 0.6772 -0.9865 0.5835
O 1.541827 -4.509213 2.076230 0.2733 0.0610 0.0201
O 3.804673 -3.417417 1.985896 0.1881 0.2677 -0.1222
O 1.690050 -2.131706 1.295101 1.3575 -1.6871 1.7920
H 3.282864 -3.964884 -2.723469 -0.2103 -0.0762 -0.0324
H 2.118800 -5.149101 2.517800 -0.0912 0.1071 -0.0661
N 3.162021 -0.037721 2.586083 0.1121 0.0628 -0.0232
C 3.158762 1.011891 2.088786 0.3178 0.0686 0.2157
H 3.079368 -0.986417 2.909007 0.0317 -0.0129 -0.0825
Te -0.938352 -3.232712 0.755564 -2.7067 -0.3396 0.9134
C -2.857488 -3.694153 -0.079326 0.1428 -0.1424 -0.1661
C -3.101090 -4.979829 -0.550125 0.3048 0.0351 0.0131
C -4.382786 -5.366866 -0.912403 -0.0757 -0.0628 -0.0267
C -5.439366 -4.476174 -0.795598 0.0043 0.0118 -0.0056
C -5.199750 -3.187599 -0.340451 -0.0281 0.0455 -0.0018
C -3.915416 -2.797183 0.005719 0.1482 0.0719 -0.0151
C -2.117072 -2.714090 2.520516 0.3109 -0.1893 -0.0285
C -2.385033 -3.787502 3.366473 0.1341 -0.0687 -0.0841
C -3.162646 -3.633973 4.504815 -0.0295 0.0718 0.0048
C -3.682882 -2.386114 4.816792 -0.0041 -0.0235 0.0389
C -3.420805 -1.306799 3.985670 -0.0516 0.0418 0.0154
C -2.644031 -1.469535 2.848088 0.1155 0.0747 -0.2459
H -2.272983 -5.675886 -0.616944 -0.0579 -0.0447 -0.0469
H -4.560415 -6.374615 -1.268196 0.0179 0.0050 0.0010
H -6.445245 -4.784462 -1.052703 0.0099 0.0000 -0.0133
H -6.015923 -2.480851 -0.247434 0.0005 -0.0064 -0.0169
H -3.733316 -1.794174 0.371331 -0.0747 0.0131 -0.0253
H -1.969175 -4.757469 3.114710 -0.0607 -0.0223 0.0867
H -3.363744 -4.483879 5.145093 0.0138 -0.0021 -0.0003
H -4.291130 -2.254132 5.702875 0.0054 -0.0006 0.0016
H -3.831633 -0.332819 4.226539 -0.0009 -0.0094 -0.0197
H -2.446262 -0.614891 2.207039 0.0183 0.0094 0.0404
```
Forces are in eV/Å.